{
  "formula": "C33H32N6O9STa",
  "method": "wB97M-V/def2-TZVPD",
  "e_above_lowest_kcal_mol": 73.37,
  "charge": 1,
  "elements": ["Ta", "C", "N", "C", "C", "C", "N", "C", "C", "C", "C", "C", "C", "C", "O", "C", "C", "C", "N", "C", "C", "C", "C", "C", "C", "C", "O", "H", "H", "H", "H", "H", "H", "H", "H", "H", "H", "H", "H", "H", "H", "H", "H", "H", "H", "H", "H", "H", "H", "H", "H", "H", "O", "C", "O", "C", "C", "N", "N", "C", "C", "O", "O", "H", "H", "H", "O", "C", "N", "S", "O", "O", "C", "C", "C", "C", "C", "C", "H", "H", "H", "H"],
  "positions_angstrom": [[-0.153, 0.250, 0.354], [-1.850, -0.561, 3.518], [-0.475, -0.126, 3.212], [-0.240, 1.151, 3.942], [0.626, 2.171, 3.218], [-0.098, 2.899, 2.075], [-1.029, 2.003, 1.371], [-2.282, 2.289, 1.381], [-3.360, 1.463, 0.888], [-4.643, 2.014, 0.777], [-5.709, 1.237, 0.382], [-5.502, -0.120, 0.126], [-4.249, -0.690, 0.252], [-3.167, 0.101, 0.618], [-1.949, -0.443, 0.760], [0.404, -1.201, 3.732], [1.868, -1.119, 3.342], [2.076, -1.376, 1.859], [1.614, -0.270, 1.028], [3.384, 1.172, 0.095], [2.872, 2.269, -0.813], [3.790, 3.191, -1.302], [3.394, 4.227, -2.135], [2.056, 4.369, -2.474], [1.120, 3.468, -1.987], [1.543, 2.434, -1.173], [0.620, 1.537, -0.717], [-1.972, -0.706, 4.598], [-2.068, -1.498, 3.010], [-2.567, 0.188, 3.190], [0.203, 0.928, 4.918], [-1.215, 1.600, 4.150], [1.533, 1.705, 2.848], [0.940, 2.931, 3.936], [0.628, 3.280, 1.354], [-0.667, 3.747, 2.462], [-2.575, 3.237, 1.835], [-4.784, 3.065, 1.002], [-6.695, 1.667, 0.284], [-6.338, -0.741, -0.169], [-4.085, -1.744, 0.066], [0.007, -2.145, 3.351], [0.308, -1.233, 4.826], [2.395, -1.898, 3.897], [2.325, -0.172, 3.634], [1.510, -2.254, 1.541], [3.126, -1.557, 1.640], [4.240, 1.590, 0.627], [4.835, 3.091, -1.028], [4.128, 4.925, -2.512], [1.738, 5.178, -3.117], [0.071, 3.538, -2.244], [5.706, -2.837, -1.357], [4.846, -2.911, -2.367], [4.886, -3.803, -3.171], [3.851, -1.805, -2.537], [2.986, -1.812, -3.604], [2.202, -0.724, -3.486], [2.479, 0.004, -2.420], [3.480, -0.630, -1.819], [3.977, -0.095, -0.557], [4.860, -0.645, 0.078], [2.482, 0.855, 1.181], [5.555, -2.029, -0.827], [2.905, -2.515, -4.416], [1.408, -0.453, -4.054], [-0.375, -2.870, 0.193], [-0.769, -2.371, -0.839], [-0.288, -1.138, -1.269], [-1.192, -0.491, -2.477], [-0.467, -0.281, -3.692], [-1.819, 0.671, -1.872], [-2.261, -1.883, -2.630], [-3.310, -2.072, -3.506], [-3.986, -3.284, -3.425], [-3.609, -4.261, -2.506], [-2.547, -4.053, -1.635], [-1.874, -2.848, -1.711], [-3.595, -1.312, -4.221], [-4.816, -3.474, -4.092], [-4.153, -5.195, -2.474], [-2.245, -4.801, -0.914]],
  "mulliken_charge": [0.428, -1.494, 0.876, -1.445, 0.261, -1.184, 0.194, -0.484, 0.749, -0.820, -0.921, -0.679, -0.725, 0.387, 0.040, -1.266, -0.734, -0.683, -0.253, 0.000, 0.838, -1.093, -0.895, -0.778, -0.954, 0.072, 1.187, 0.472, 0.272, 0.453, 0.405, 0.607, -0.367, 0.809, -0.108, 0.761, 0.504, 0.484, 0.433, 0.487, 0.535, 0.531, 0.489, 0.558, 0.196, 0.276, 0.588, 0.642, 0.544, 0.453, 0.477, 0.529, -0.558, 0.433, -0.577, 0.207, -0.676, -0.215, 0.039, -0.075, 0.825, -0.771, -0.358, 0.435, 0.552, 0.257, -0.606, 0.434, -0.010, 1.479, -0.908, -0.585, 0.559, -0.871, -0.617, -0.609, -0.552, 0.123, 0.540, 0.472, 0.439, 0.542]
}